(1)
{
  "formula": "C18H58O11",
  "method": "wB97M-V/def2-TZVPD",
  "charge": 0,
  "smiles": "CCO.CCO.CCO.CCO.CCO.CCO.CCO.CCO.CCO.O.O",
  "e_lumo_ev": 0.18,
  "orbital_gap_ha": 0.380,
  "energy_ev": -42123.963,
  "symbols": ["C", "C", "O", "H", "H", "H", "H", "H", "H", "C", "C", "O", "H", "H", "H", "H", "H", "H", "C", "C", "O", "H", "H", "H", "H", "H", "H", "C", "C", "O", "H", "H", "H", "H", "H", "H", "C", "C", "O", "H", "H", "H", "H", "H", "H", "C", "C", "O", "H", "H", "H", "H", "H", "H", "C", "C", "O", "H", "H", "H", "H", "H", "H", "C", "C", "O", "H", "H", "H", "H", "H", "H", "C", "C", "O", "H", "H", "H", "H", "H", "H", "O", "H", "H", "O", "H", "H"],
  "coordinates": [[-3.21881, -5.78820, -7.98787], [-2.77101, -5.77627, -6.53623], [-3.40304, -4.68990, -5.85667], [-2.76040, -6.57523, -8.58665], [-3.17765, -4.78206, -8.40512], [-4.27436, -6.04180, -8.08603], [-1.68176, -5.74986, -6.50590], [-3.10130, -6.53369, -5.82537], [-2.77417, -3.97403, -5.73983], [7.69138, 1.36209, 2.23683], [9.08258, 0.73938, 2.26131], [9.15949, -0.25707, 1.25295], [7.68373, 2.19448, 2.94051], [6.89865, 0.62261, 2.35018], [7.49901, 1.67494, 1.21057], [9.12685, 0.19699, 3.20573], [9.94905, 1.39807, 2.20255], [9.48260, 0.16285, 0.45241], [-2.97588, 0.91299, -7.19938], [-1.52731, 0.77747, -7.48369], [-0.97684, 0.01033, -6.44734], [-3.14835, 1.40327, -6.24126], [-3.47453, -0.05248, -7.28491], [-3.35632, 1.64848, -7.90819], [-0.93697, 1.69377, -7.48076], [-1.40786, 0.39086, -8.49580], [-0.02294, 0.08818, -6.52230], [-1.09037, 1.88078, 1.61828], [-1.58332, 0.85586, 0.61683], [-2.90631, 1.25489, 0.34626], [-1.83747, 2.05123, 2.39345], [-0.73700, 2.84660, 1.25716], [-0.27231, 1.36037, 2.11632], [-1.75834, -0.13674, 1.03181], [-0.97900, 0.82040, -0.28963], [-3.40370, 0.48380, 0.06411], [-6.96715, -3.22697, 2.43651], [-6.50441, -3.94295, 1.15400], [-6.55655, -3.02498, 0.11153], [-6.49760, -2.27883, 2.69850], [-6.79874, -3.83228, 3.32720], [-7.99537, -2.86955, 2.49243], [-7.30711, -4.64803, 0.93800], [-5.52087, -4.41002, 1.10337], [-6.22712, -3.48240, -0.66555], [0.85618, -3.71877, 6.25728], [0.68101, -5.27802, 6.16793], [0.21359, -5.81184, 7.34752], [1.42780, -3.21939, 5.47499], [1.35077, -3.36232, 7.16083], [-0.09665, -3.19446, 6.33014], [1.62348, -5.79815, 5.99671], [0.03231, -5.48456, 5.31668], [-0.68844, -5.55202, 7.54863], [3.15862, -5.13794, -1.16491], [4.35839, -4.48717, -0.53593], [4.93015, -3.52892, -1.38544], [2.59973, -5.78253, -0.48650], [3.55548, -5.77530, -1.95510], [2.47297, -4.43472, -1.63764], [5.16273, -5.19978, -0.35341], [4.16711, -4.05925, 0.44815], [5.60627, -3.05526, -0.89543], [1.75984, 6.45344, 6.51633], [2.53884, 7.12022, 7.68733], [3.85665, 7.42404, 7.29794], [2.07557, 7.01121, 5.63468], [0.67091, 6.47933, 6.55712], [2.06191, 5.43823, 6.25906], [2.57404, 6.44513, 8.54238], [2.05004, 8.00539, 8.09431], [4.41253, 7.18756, 8.04404], [2.21820, 6.00806, -3.19887], [3.29362, 6.76089, -2.46815], [3.40582, 8.07398, -2.96426], [2.44921, 5.83861, -4.25054], [1.22751, 6.46238, -3.18459], [2.14810, 4.97182, -2.86808], [4.26657, 6.26985, -2.44967], [3.01905, 6.86331, -1.41827], [4.08775, 8.51651, -2.45364], [-9.63272, 0.89252, -1.70633], [-8.94783, 0.41330, -1.23995], [-9.21749, 1.71605, -1.96246], [-6.24632, 4.70638, 1.56112], [-6.57533, 4.98258, 0.70572], [-5.54903, 4.08225, 1.35995]],
  "forces_ev_per_a": [[-1.128, -0.812, 0.186], [-0.436, 0.268, 0.526], [0.374, 1.003, 0.038], [0.595, 0.379, -0.091], [0.638, -0.128, -0.137], [-0.261, 0.042, 0.407], [0.113, 0.281, 0.233], [0.168, -1.178, -1.081], [-0.058, 0.169, -0.078], [0.712, 0.378, -0.974], [-0.961, -1.116, 0.498], [0.362, -0.218, -0.253], [-0.593, -0.023, -0.058], [0.245, -0.080, 0.796], [0.090, 0.740, -0.015], [0.477, -0.037, 0.099], [-0.304, 0.417, 0.015], [-0.039, -0.068, -0.113], [-0.406, 1.286, -0.173], [0.623, 0.518, -0.005], [0.594, -1.042, 0.206], [0.023, -0.468, 0.263], [-0.122, 0.205, 0.086], [-0.452, -0.321, -0.338], [-0.595, 0.696, -0.160], [0.231, -0.670, -0.053], [0.101, -0.226, 0.181], [0.881, -1.098, 0.800], [-1.056, 0.661, 0.372], [-1.292, 0.483, -1.007], [-0.140, -0.030, -0.183], [-0.137, -0.249, -0.413], [0.446, 0.448, 0.259], [1.232, -0.186, 0.374], [0.149, -0.112, -0.030], [-0.122, 0.099, -0.169], [0.730, 0.320, 0.943], [-1.602, 0.416, 0.663], [0.239, 1.264, -1.217], [0.921, -0.037, -0.557], [-0.098, -0.328, -0.091], [-0.384, -0.788, -0.740], [0.288, -0.833, 0.244], [-0.009, -0.203, 0.989], [-0.078, 0.213, -0.251], [0.092, -0.016, 0.435], [0.668, 1.896, -0.787], [-0.497, -0.767, 1.310], [-0.114, -0.483, -0.472], [0.268, -0.658, 0.310], [-0.361, -0.269, -0.335], [0.122, 0.293, -0.158], [-0.148, -0.169, -0.111], [-0.031, 0.173, -0.194], [0.257, -0.372, -0.625], [0.722, -0.216, 1.046], [-0.236, 0.841, -0.796], [0.130, 0.138, 0.164], [-0.261, -0.096, -0.197], [0.078, 0.183, 0.215], [-0.253, -0.714, 0.149], [-0.470, 0.231, 0.093], [0.042, 0.012, -0.044], [0.831, 0.821, -0.310], [-1.088, -1.173, 0.242], [0.388, -0.025, -0.176], [-0.273, 0.241, -0.180], [0.099, 0.174, 0.388], [0.169, -0.128, 0.606], [-0.074, -0.301, 0.070], [-0.273, 0.258, -0.468], [0.221, 0.133, -0.172], [0.078, -0.865, -0.921], [-0.316, 0.220, 1.009], [0.111, 0.440, -0.662], [0.275, 0.509, -0.216], [0.164, 0.167, 0.359], [-0.124, 0.084, 0.613], [0.035, -0.350, -0.446], [-0.223, -0.339, 0.312], [-0.002, 0.132, -0.048], [-0.216, -0.044, -0.059], [0.157, -0.190, 0.145], [0.062, 0.215, -0.079], [-0.101, 0.077, 0.200], [-0.101, 0.101, -0.189], [0.231, -0.197, -0.015]]
}

---

(2)
{
  "formula": "C18H60N4O12",
  "method": "wB97M-V/def2-TZVPD",
  "charge": 0,
  "smiles": "NC(N)=O.NC(N)=O.CCO.CCO.CCO.CCO.CCO.CCO.CO.CO.CO.CO",
  "e_lumo_ev": 0.08,
  "orbital_gap_ha": 0.325,
  "energy_ev": -50163.813,
  "symbols": ["N", "C", "N", "O", "H", "H", "H", "H", "N", "C", "N", "O", "H", "H", "H", "H", "C", "C", "O", "H", "H", "H", "H", "H", "H", "C", "C", "O", "H", "H", "H", "H", "H", "H", "C", "C", "O", "H", "H", "H", "H", "H", "H", "C", "C", "O", "H", "H", "H", "H", "H", "H", "C", "C", "O", "H", "H", "H", "H", "H", "H", "C", "C", "O", "H", "H", "H", "H", "H", "H", "C", "O", "H", "H", "H", "H", "C", "O", "H", "H", "H", "H", "C", "O", "H", "H", "H", "H", "C", "O", "H", "H", "H", "H"],
  "coordinates": [[4.58000, 20.10100, 14.51200], [5.55200, 20.67200, 13.89500], [6.60400, 19.97900, 13.74800], [5.33500, 21.86300, 13.22300], [3.67400, 20.51500, 14.58600], [4.76700, 19.27000, 15.06400], [7.43900, 20.28900, 13.15600], [6.76000, 19.08700, 14.26800], [5.30900, 13.28200, 18.07100], [5.51200, 12.61900, 16.95100], [6.28600, 11.65200, 17.07200], [5.01900, 13.01100, 15.74900], [4.80900, 14.17400, 18.10900], [5.92400, 13.13500, 18.85000], [6.51600, 11.16400, 16.12600], [6.20200, 10.85300, 17.79600], [4.74100, 16.86700, 14.04800], [4.98600, 17.08400, 15.56100], [6.26000, 17.77500, 15.50000], [4.46000, 17.73500, 13.49100], [3.84700, 16.26000, 13.90400], [5.56700, 16.47000, 13.50400], [5.03400, 16.14000, 16.13300], [4.22000, 17.78200, 16.02700], [6.84300, 17.50800, 16.21500], [7.88500, 13.14900, 14.43900], [7.67200, 14.65500, 14.40300], [8.92200, 15.24500, 14.31800], [6.94600, 12.59100, 14.29900], [8.24300, 12.71400, 15.34800], [8.53000, 12.90000, 13.55000], [7.18300, 14.96100, 15.35200], [7.06100, 15.00300, 13.57600], [8.89200, 16.16800, 14.41500], [1.79700, 15.26900, 15.39800], [0.97100, 15.92100, 14.30300], [-0.24800, 16.37100, 14.89800], [1.41000, 14.33000, 15.84400], [1.82900, 15.89600, 16.26600], [2.78100, 15.08700, 15.13200], [0.61900, 15.08500, 13.62000], [1.57000, 16.71300, 13.83400], [-0.80700, 16.52700, 14.10800], [-0.21600, 19.86000, 15.55500], [1.35000, 19.66400, 15.45000], [1.76400, 18.67100, 16.26700], [-0.56800, 20.82000, 15.17600], [-0.52600, 19.88600, 16.64200], [-0.84400, 19.05300, 15.11600], [1.89400, 20.62800, 15.72200], [1.69800, 19.42000, 14.43900], [1.40800, 17.86400, 15.99500], [3.87900, 15.82500, 11.07500], [2.57000, 15.28300, 10.63400], [2.71700, 14.12000, 9.89900], [3.73800, 16.73300, 11.61200], [4.41700, 16.05000, 10.19100], [4.55700, 15.11600, 11.57400], [1.96400, 15.98100, 10.04600], [1.93100, 15.01800, 11.53700], [1.84200, 14.00800, 9.50500], [4.50600, 14.96500, 20.43300], [3.83300, 15.97800, 19.55000], [3.64500, 15.43300, 18.24800], [4.20700, 13.92800, 20.36800], [4.28600, 15.26200, 21.45600], [5.53500, 14.98100, 20.14900], [4.26500, 16.91000, 19.44600], [2.89000, 16.25300, 20.01500], [3.00600, 14.76700, 18.23200], [5.75200, 19.59300, 10.55800], [5.90300, 18.51100, 11.48500], [6.22100, 20.47000, 10.97600], [4.69800, 19.76200, 10.39400], [6.28000, 19.40000, 9.65700], [6.09500, 18.87400, 12.36400], [9.67100, 19.12600, 15.06100], [9.53900, 17.99900, 14.27600], [10.36900, 19.87100, 14.65800], [10.11400, 18.88800, 16.03400], [8.68800, 19.47400, 15.28500], [9.15400, 18.05100, 13.38300], [7.32400, 16.47100, 18.44400], [8.31900, 16.95800, 17.59400], [6.54200, 17.23200, 18.57600], [7.72100, 16.22500, 19.36500], [6.75800, 15.67500, 18.04900], [8.88200, 16.17600, 17.45800], [4.45600, 12.93300, 13.02500], [3.22900, 13.08700, 13.71200], [4.05800, 13.01600, 12.07900], [4.90800, 11.92600, 13.22100], [5.18300, 13.74200, 13.14900], [3.46500, 13.45000, 14.57400]],
  "forces_ev_per_a": [[-2.404, -1.875, 2.641], [-3.235, 8.898, -5.154], [7.228, -2.920, -1.140], [1.337, -5.126, 3.132], [0.057, 0.413, -0.068], [-0.226, 0.445, -0.196], [-2.132, -0.034, 1.443], [-0.438, 0.988, -0.278], [-0.883, 1.596, 1.634], [-5.424, 6.387, -5.782], [5.165, -10.158, -1.568], [1.948, -1.373, 5.317], [0.024, -0.441, -0.565], [0.150, -0.304, -0.041], [-0.659, 1.374, 2.204], [0.055, 2.498, -1.188], [-1.989, -0.546, 1.114], [0.160, 0.810, -1.425], [0.044, -0.087, 0.785], [0.067, 1.117, 0.115], [0.277, -0.504, -0.053], [0.646, -0.628, 0.070], [0.060, 0.436, -0.313], [0.630, -1.058, -0.383], [0.336, -0.014, 0.254], [-0.709, -0.530, -2.309], [-0.484, -0.435, 1.467], [1.474, -1.694, -0.235], [0.062, 0.542, -0.255], [0.908, 0.354, 0.649], [-0.322, 0.002, 1.073], [-0.164, -0.036, -0.378], [-0.363, -0.389, -0.218], [-0.105, 2.106, 0.325], [-1.738, -0.309, 1.165], [-0.476, -2.612, 0.266], [-0.299, 0.844, -1.024], [-0.249, 0.292, -0.859], [0.138, 0.860, 0.523], [1.789, -0.211, -0.695], [1.141, 1.173, 0.043], [-0.398, -0.087, -0.251], [0.047, 0.093, 1.035], [-0.012, 0.020, 0.982], [-1.464, 2.258, -1.191], [2.059, 0.349, 2.567], [0.215, -0.029, -0.357], [0.661, -0.124, -0.945], [0.820, 0.393, 0.034], [-0.843, -1.113, -0.018], [-0.492, 0.314, -0.390], [-1.080, -2.006, -0.669], [0.533, -0.577, -0.487], [-1.775, -0.147, 2.210], [-0.164, -1.045, -1.170], [0.114, 0.598, 0.556], [0.695, 0.637, -1.033], [-0.791, 0.198, 0.266], [0.359, 0.509, 0.118], [0.577, 0.478, -0.594], [0.417, -0.568, -0.139], [0.135, 0.768, 0.657], [-2.612, -2.383, 0.190], [1.562, 2.354, -0.585], [-0.719, -0.055, -0.457], [0.746, 0.015, 0.265], [1.094, -0.030, 0.587], [1.754, 1.607, -0.293], [-0.626, -0.209, -0.191], [-1.836, -1.513, 0.217], [0.114, -0.164, 1.463], [0.153, -0.394, -0.348], [-0.191, 0.638, 0.147], [-0.254, 0.258, -0.273], [0.244, -0.585, -0.936], [-0.223, 0.032, -0.554], [0.503, 0.845, 0.554], [0.313, -2.254, -0.944], [-0.517, 0.139, -0.302], [-0.078, -0.622, -0.249], [-0.548, 1.108, 0.190], [0.309, 0.841, 0.700], [-1.639, 1.804, -0.556], [0.557, -0.624, -0.647], [0.475, 0.263, 0.147], [0.706, -0.607, 2.160], [-0.352, -1.509, -0.762], [0.128, 0.678, -0.456], [-0.007, -0.932, 0.893], [0.113, 0.682, 1.100], [0.180, -0.353, -2.823], [-0.166, 0.895, -0.179], [-0.115, -0.177, 0.454], [-0.081, -0.518, 0.212]]
}

---

Across the entries above, energy above the lowest of the compared OMol25 structures with the same formula, charge and spin takes the values 129.4; 113.8 kcal/mol, respectively.
Across the entries above, F_max takes the values 2.2; 11.5 eV/A, respectively.